Entry 1:
ORCA calculation (the ωB97M-V functional and the def2-TZVPD basis) on 2 unconnected molecules or ions with the total composition C3H8NO2.

Element x y z (Å)
C 1.03 -1.59 -0.32
O 1.35 -0.38 0.20
C 0.98 -2.69 0.76
H 1.75 -1.91 -1.10
H 0.02 -1.60 -0.83
H 0.75 -3.69 0.36
H 0.23 -2.42 1.50
H 1.95 -2.72 1.26
C -0.76 1.53 -0.11
N -1.86 1.15 -0.86
O -0.71 2.66 0.35
H 0.05 0.73 -0.02
H -1.98 0.17 -1.06
H -2.66 1.75 -0.83

Computed properties:
total energy: -8825.88925 eV
relative energy (zero: lowest compared OMol25 entry of this formula, charge and spin): 43.9 kcal/mol
HOMO: -2.8260 eV
net charge: -1

natural (NBO) analysis output, partial charges in e:
1 C -0.01
2 O -0.94
3 C -0.64
4 H 0.08
5 H 0.05
6 H 0.16
7 H 0.18
8 H 0.19
9 C 0.47
10 N -0.86
11 O -0.67
12 H 0.24
13 H 0.38
14 H 0.37


Entry 2:
ORCA calculation (the ωB97M-V functional and the def2-TZVPD basis) on a molecular structure, C3H8NO2.

Element x y z (Å)
N 1.18 0.61 1.49
C -0.11 -0.08 1.65
O -0.50 -0.71 0.52
H 1.14 1.19 0.67
H 1.38 1.18 2.31
H 0.04 -0.81 2.47
H -0.90 0.63 2.01
O -0.06 1.40 -0.98
C -0.64 0.30 -1.04
C -0.06 -0.80 -1.89
H -1.74 0.29 -0.94
H 0.08 -0.45 -2.92
H -0.71 -1.66 -1.90
H 0.89 -1.11 -1.46

Computed properties:
total energy: -8825.48419 eV
relative energy (zero: lowest compared OMol25 entry of this formula, charge and spin): 53.2 kcal/mol
HOMO: -3.3261 eV
net charge: -1

natural (NBO) analysis output, partial charges in e:
1 N -0.90
2 C 0.14
3 O -0.78
4 H 0.39
5 H 0.32
6 H 0.10
7 H 0.06
8 O -0.79
9 C 0.46
10 C -0.68
11 H 0.08
12 H 0.18
13 H 0.19
14 H 0.22


Entry 3:
ORCA calculation (the ωB97M-V functional and the def2-TZVPD basis) on 2 unconnected molecules or ions with the total composition C3H8NO2.

Element x y z (Å)
C -0.14 -1.32 0.91
C -0.03 0.85 -1.40
C 0.32 0.11 1.31
N 1.06 0.87 -0.44
O 1.19 2.16 0.09
O -0.35 1.12 1.83
H -0.01 -2.06 1.71
H -1.15 -1.15 0.47
H 0.55 -1.64 0.14
H 0.38 1.27 -2.31
H -0.38 -0.18 -1.44
H -0.78 1.48 -0.86
H 1.44 0.23 1.62
H 0.41 2.28 0.80

Computed properties:
total energy: -8822.91164 eV
relative energy (zero: lowest compared OMol25 entry of this formula, charge and spin): 112.5 kcal/mol
HOMO: -2.6072 eV
net charge: -1

natural (NBO) analysis output, partial charges in e:
1 C -0.70
2 C -0.48
3 C 0.30
4 N -0.31
5 O -0.68
6 O -0.83
7 H 0.20
8 H 0.21
9 H 0.21
10 H 0.17
11 H 0.17
12 H 0.17
13 H 0.11
14 H 0.46


Entry 4:
ORCA calculation (the ωB97M-V functional and the def2-TZVPD basis) on a gas-phase ion, C3H8NO2 (charge -1).

Element x y z (Å)
N 1.35 -0.23 0.96
C 0.26 -0.29 -0.05
C -1.08 -1.15 0.45
O -2.13 -0.54 -0.05
C -0.29 1.17 -0.57
O 0.71 1.72 -1.43
H 2.31 0.10 0.78
H 0.98 -0.12 1.89
H 0.75 -0.90 -0.94
H -0.97 -2.25 0.05
H -1.00 -1.21 1.66
H -1.33 1.01 -1.09
H -0.51 1.66 0.38
H 0.95 1.02 -2.03

Computed properties:
total energy: -8823.97796 eV
relative energy (zero: lowest compared OMol25 entry of this formula, charge and spin): 88.0 kcal/mol
HOMO: -2.4610 eV
SMILES: N[C@@H](C[O-])CO
net charge: -1

natural (NBO) analysis output, partial charges in e:
1 N -0.92
2 C -0.09
3 C 0.03
4 O -0.93
5 C -0.12
6 O -0.76
7 H 0.36
8 H 0.36
9 H 0.13
10 H 0.07
11 H 0.03
12 H 0.22
13 H 0.17
14 H 0.46


Entry 5:
ORCA calculation (the ωB97M-V functional and the def2-TZVPD basis) on a gas-phase ion, C3H8NO2 (charge -1).

Element x y z (Å)
N 0.88 -1.14 -0.95
C 0.42 -0.07 -0.03
C 0.27 1.30 -0.76
O 0.29 2.37 0.06
C -0.87 -0.39 0.64
O -0.89 -1.66 1.32
H 0.05 -1.66 -1.23
H 1.14 -0.69 -1.82
H 1.21 0.15 0.69
H 1.10 1.35 -1.49
H -0.72 1.21 -1.30
H -1.08 0.36 1.39
H -1.70 -0.38 -0.09
H -0.36 -2.30 0.80

Computed properties:
total energy: -8825.12227 eV
relative energy (zero: lowest compared OMol25 entry of this formula, charge and spin): 61.6 kcal/mol
HOMO: -2.4212 eV
SMILES: N[C@@H](C[O-])CO
net charge: -1

natural (NBO) analysis output, partial charges in e:
1 N -0.86
2 C -0.13
3 C -0.01
4 O -0.96
5 C -0.07
6 O -0.75
7 H 0.32
8 H 0.35
9 H 0.18
10 H 0.07
11 H 0.06
12 H 0.21
13 H 0.14
14 H 0.46


Entry 6:
ORCA calculation (the ωB97M-V functional and the def2-TZVPD basis) on 2 unconnected molecules or ions with the total composition C3H8NO2.

Element x y z (Å)
O 1.45 -0.72 -1.21
C 2.48 -1.18 -0.79
O 2.75 -1.24 0.50
H 3.22 -1.42 -1.56
H 3.68 -1.36 0.66
C -1.95 0.61 0.00
C -2.19 1.88 0.28
N -0.78 -0.18 0.48
H -2.32 0.19 -0.92
H -2.90 2.32 -0.41
H -1.87 2.47 1.13
H -0.12 -0.54 -0.23
H -0.22 0.22 1.24
H -1.23 -1.03 0.83

Computed properties:
total energy: -8818.28752 eV
relative energy (zero: lowest compared OMol25 entry of this formula, charge and spin): 38.4 kcal/mol
HOMO: -15.0390 eV
net charge: +1

natural (NBO) analysis output, partial charges in e:
1 O -0.62
2 C 0.66
3 O -0.66
4 H 0.15
5 H 0.52
6 C -0.08
7 C -0.32
8 N -0.71
9 H 0.23
10 H 0.25
11 H 0.23
12 H 0.48
13 H 0.44
14 H 0.44


Entry 7:
ORCA calculation (the ωB97M-V functional and the def2-TZVPD basis) on a gas-phase ion, C3H8NO2 (charge +1).

Element x y z (Å)
C -0.58 -1.34 0.14
C 0.21 -0.08 0.39
N 1.44 -0.07 -0.50
C -0.52 1.22 0.04
O 0.01 2.02 -0.68
O -1.68 1.33 0.64
H -1.27 -1.25 -0.70
H -0.03 -2.28 0.05
H -1.23 -1.54 0.99
H 0.59 -0.06 1.41
H 1.16 0.09 -1.48
H 1.95 -0.94 -0.40
H 2.04 0.74 -0.30
H -2.08 2.18 0.41

Computed properties:
total energy: -8819.58898 eV
relative energy (zero: lowest compared OMol25 entry of this formula, charge and spin): 8.4 kcal/mol
HOMO: -15.7035 eV
SMILES: C[C@@H]([NH3+])C(=O)O
net charge: +1

natural (NBO) analysis output, partial charges in e:
1 C -0.66
2 C -0.15
3 N -0.67
4 C 0.78
5 O -0.57
6 O -0.64
7 H 0.24
8 H 0.25
9 H 0.27
10 H 0.26
11 H 0.46
12 H 0.45
13 H 0.46
14 H 0.53


Entry 8:
ORCA calculation (the ωB97M-V functional and the def2-TZVPD basis) on a gas-phase ion, C3H8NO2 (charge +1).

Element x y z (Å)
N -1.81 -0.53 -0.01
C -0.96 0.70 0.08
C 0.44 0.30 0.52
O 0.79 -1.02 0.18
C 1.54 0.01 -0.41
O 2.80 0.23 0.02
H -2.79 -0.35 0.24
H -1.77 -0.93 -0.96
H -1.40 -1.24 0.62
H -1.39 1.38 0.82
H -0.95 1.21 -0.89
H 0.73 0.60 1.52
H 1.36 0.11 -1.49
H 3.41 -0.47 -0.25

Computed properties:
total energy: -8817.72648 eV
relative energy (zero: lowest compared OMol25 entry of this formula, charge and spin): 51.3 kcal/mol
HOMO: -15.2545 eV
SMILES: [NH3+]C[C@H]1O[C@@H]1O
net charge: +1

natural (NBO) analysis output, partial charges in e:
1 N -0.67
2 C -0.26
3 C -0.01
4 O -0.50
5 C 0.36
6 O -0.67
7 H 0.45
8 H 0.45
9 H 0.46
10 H 0.25
11 H 0.24
12 H 0.23
13 H 0.16
14 H 0.50


Entry 9:
ORCA calculation (the ωB97M-V functional and the def2-TZVPD basis) on 3 unconnected molecules or ions with the total composition C3H8NO2.

Element x y z (Å)
C -0.16 1.74 0.32
C -0.04 0.41 0.04
C -2.18 0.75 0.08
O -2.36 -0.50 -0.19
O -2.87 1.62 0.39
N 2.65 -2.19 -0.29
H -0.78 2.33 -0.35
H 0.15 2.30 1.20
H 0.14 -0.34 0.80
H 0.19 0.13 -0.99
H -3.26 -0.79 0.03
H 2.82 -1.65 0.56
H 2.14 -1.52 -0.86
H 3.55 -2.30 -0.75

Computed properties:
total energy: -8814.85171 eV
relative energy (zero: lowest compared OMol25 entry of this formula, charge and spin): 117.6 kcal/mol
HOMO: -13.3321 eV
net charge: +1

natural (NBO) analysis output, partial charges in e:
1 C -0.13
2 C -0.38
3 C 0.96
4 O -0.63
5 O -0.40
6 N -1.05
7 H 0.22
8 H 0.26
9 H 0.26
10 H 0.28
11 H 0.55
12 H 0.35
13 H 0.33
14 H 0.38


Entry 10:
ORCA calculation (the ωB97M-V functional and the def2-TZVPD basis) on a gas-phase ion, C3H8NO2 (charge +1).

Element x y z (Å)
N -0.79 -1.80 -0.33
C -0.50 -0.34 -0.70
C 0.64 0.08 0.22
C 0.51 1.62 0.37
O 0.21 2.23 -0.61
O 1.04 2.13 1.50
H 0.09 -2.30 -0.21
H -1.30 -1.87 0.56
H -1.38 -2.27 -1.02
H -0.19 -0.28 -1.74
H -1.44 0.15 -0.52
H 0.50 -0.28 1.26
H 1.70 -0.11 0.02
H 0.91 3.05 1.19

Computed properties:
total energy: -8818.89154 eV
relative energy (zero: lowest compared OMol25 entry of this formula, charge and spin): 24.5 kcal/mol
HOMO: -14.6532 eV
SMILES: [NH3+]CCC(=O)O
net charge: +1

natural (NBO) analysis output, partial charges in e:
1 N -0.67
2 C -0.21
3 C -0.56
4 C 0.79
5 O -0.57
6 O -0.63
7 H 0.44
8 H 0.44
9 H 0.45
10 H 0.26
11 H 0.25
12 H 0.23
13 H 0.28
14 H 0.51